Density functional theory data (wB97M-V/def2-TZVPD) for a cluster of 8 separate species, C43H97ClN2O18P3S4 in total.

Cartesian coordinates (Å):
C  -0.88499  2.04322  2.73294
C  0.46704  1.61574  2.12604
C  0.35625  1.08759  0.69379
C  -0.58031  -0.10540  0.59246
N  -0.42113  -0.83427  -0.67346
C  -1.47839  -1.83309  -0.83955
C  -1.36553  -3.03995  0.10004
C  -2.74775  -3.53558  0.48170
C  -2.82408  -4.61799  1.55590
C  -2.65860  -4.17289  3.04381
P  -0.80226  -3.65420  3.16771
O  -0.20356  -4.78121  2.12005
Cl  0.01325  -4.56933  4.89616
C  -3.03137  -5.46199  3.83932
P  -1.98003  -7.00709  3.73142
S  -3.08953  -8.62011  3.61294
O  -3.13323  -5.27316  5.26448
S  -4.33147  -4.33296  5.74596
O  -4.29306  -4.29115  7.16723
O  -5.51173  -4.80820  5.10461
C  -3.71601  -2.78416  4.96656
O  -2.35991  -2.58542  5.37389
C  -1.86716  -2.93208  6.67996
C  -2.41566  -2.20208  7.90799
C  -1.56090  -0.99407  8.32705
P  -4.58370  -1.21071  5.54271
N  -5.57464  -1.49057  6.69563
O  -5.21857  -0.45498  4.27987
O  -3.36074  -0.27604  5.93709
C  -3.65350  -2.98656  3.40192
C  -5.02149  -3.29480  2.72237
C  -6.31460  -2.58391  3.08471
O  -7.04732  -2.83135  4.00696
O  -6.64819  -1.66850  2.14878
C  -3.10778  -1.59026  2.77349
O  -2.01201  -1.19470  3.20599
O  -3.84276  -1.05066  1.95906
C  0.85730  -1.31022  -1.01358
S  1.50299  -0.92940  -2.45818
S  1.81077  -2.42826  -0.02064
C  1.70692  -1.93470  1.71917
C  2.74297  -2.74372  2.49247
C  2.39903  -2.73009  3.98048
H  -1.11099  1.45840  3.62188
H  -1.70776  1.97049  2.02766
H  -0.81921  3.07621  3.07816
H  1.10892  2.49750  2.07332
H  0.96701  0.89776  2.77764
H  1.36908  0.87908  0.34035
H  -0.05018  1.89129  0.08868
H  -1.60672  0.26092  0.58024
H  -0.52001  -0.71646  1.49787
H  -2.41715  -1.30760  -0.66077
H  -1.50104  -2.15847  -1.88238
H  -0.77404  -3.80770  -0.39739
H  -0.80339  -2.69464  0.96877
H  -3.18674  -3.97505  -0.42251
H  -3.36452  -2.66791  0.68411
H  -3.75485  -5.17063  1.42070
H  -2.06586  -5.36134  1.32030
H  0.73981  -4.92285  2.32226
H  -3.97721  -5.85733  3.46399
H  -1.23877  -7.01280  4.90578
H  -1.13154  -6.91541  2.63566
H  -0.80752  -2.68716  6.61498
H  -1.85791  -4.00193  6.86367
H  -2.37360  -2.92611  8.72267
H  -3.45659  -1.91735  7.82451
H  -0.83167  -1.26079  9.08948
H  -1.04505  -0.56650  7.46708
H  -2.19998  -0.19734  8.70660
H  -6.50978  -1.17981  6.46512
H  -5.54521  0.39378  4.60550
H  -2.73161  -0.25697  5.18346
H  -4.93704  -3.13768  1.65647
H  -5.24689  -4.35277  2.84567
H  -7.40480  -1.19169  2.51746
H  1.87419  -0.86990  1.84748
H  0.72094  -2.18212  2.11369
H  2.75323  -3.77922  2.14840
H  3.72561  -2.29461  2.35026
H  3.24042  -3.07708  4.58064
H  2.14334  -1.72573  4.32004
H  1.54934  -3.37618  4.20436
C  -2.57286  2.73435  -2.36435
C  -1.20544  3.08072  -2.93420
C  -1.01903  2.48940  -4.32551
O  -0.17941  2.61895  -2.06355
H  -2.68190  1.64892  -2.27598
H  -2.69138  3.16393  -1.37152
H  -3.37578  3.11102  -3.00191
H  -1.09033  4.16616  -2.97906
H  -1.08526  1.39923  -4.28084
H  -0.03420  2.74365  -4.72041
H  -1.77975  2.85595  -5.01816
H  -0.26206  1.65554  -2.00112
C  -2.92232  7.62112  0.43439
C  -3.29728  6.65047  -0.67335
C  -4.69834  6.91290  -1.20688
O  -3.18991  5.30873  -0.20496
H  -3.60858  7.51721  1.28080
H  -1.91746  7.41383  0.79045
H  -2.95672  8.65566  0.08860
H  -2.57587  6.73488  -1.48811
H  -5.43568  6.78582  -0.40933
H  -4.94436  6.20565  -1.99958
H  -4.78966  7.92614  -1.60176
H  -3.81382  5.19569  0.52045
C  6.11440  -1.93274  -3.44709
C  5.53531  -0.61552  -2.95624
C  6.09266  0.56390  -3.73607
O  5.79250  -0.45520  -1.55992
H  7.20031  -1.94531  -3.30891
H  5.69648  -2.76393  -2.87866
H  5.90066  -2.08754  -4.50574
H  4.45088  -0.63618  -3.06406
H  7.17846  0.63210  -3.61267
H  5.66301  1.49799  -3.37168
H  5.87600  0.46945  -4.80193
H  6.74841  -0.43397  -1.44457
C  4.26295  -6.70869  1.23877
C  3.38212  -6.70589  2.47802
C  3.12577  -8.11309  2.99194
O  2.14188  -6.05513  2.19865
H  3.77739  -7.26199  0.43023
H  4.43206  -5.69086  0.88654
H  5.22877  -7.17264  1.44211
H  3.85472  -6.11144  3.26087
H  2.60784  -8.70579  2.23280
H  2.49215  -8.08593  3.87844
H  4.05927  -8.61715  3.24464
H  1.68834  -6.55115  1.50573
C  3.45546  1.04366  -7.49158
C  4.93774  1.19454  -7.79597
C  5.16373  1.56281  -9.25281
O  5.63617  -0.00687  -7.46115
H  3.02634  0.23907  -8.09688
H  3.30244  0.78444  -6.44353
H  2.91502  1.96602  -7.70812
H  5.36449  1.96682  -7.15430
H  4.77907  0.77249  -9.90626
H  6.22875  1.67071  -9.46290
H  4.65504  2.49725  -9.49557
H  5.28516  -0.71761  -8.00788
C  0.64694  4.81428  -9.78414
C  2.11770  4.98641  -10.13027
C  2.30547  5.38612  -11.58577
O  2.83550  3.78376  -9.85091
H  0.20485  4.02182  -10.39448
H  0.53122  4.52912  -8.73865
H  0.08778  5.73441  -9.95800
H  2.55818  5.74606  -9.48342
H  1.90862  4.60938  -12.24542
H  3.36433  5.50577  -11.81557
H  1.79213  6.32210  -11.80943
H  2.46886  3.08673  -10.40684
C  2.25267  7.40673  -0.16632
C  1.59441  8.50163  0.65950
C  2.47576  8.92609  1.82476
O  0.32175  8.06493  1.13334
H  2.42108  6.51788  0.44716
H  1.60966  7.11440  -0.99614
H  3.21285  7.73461  -0.56739
H  1.38895  9.36512  0.02470
H  2.65091  8.07908  2.49348
H  1.99002  9.71086  2.40520
H  3.44184  9.29558  1.47796
H  0.46541  7.29761  1.69913

Summary:
E_LUMO: 0.066 hartree
HOMO-LUMO gap: 0.2770 Ha
HOMO level: -5.74 eV
net charge: -1
E_tot: -6237.5314 Ha